## A
The following is a quantum chemistry calculation of 2 unconnected molecules or ions with the total composition C4H9N, from the Open Molecules 2025 dataset.

Properties
gap between HOMO and LUMO	9.1	eV
SMILES string	C=CN.C=C
molecular weight	71.12	g/mol
charge	0
E_HOMO	-8.0	eV

Each line ends with the Löwdin charge.
Element x y z (Å)
1 H 0.6457 -2.6064 -1.5760  0.089
2 H 0.5321 -0.1726 -2.1478  0.030
3 H -1.1669 1.3696 1.5833  0.053
4 N 0.0361 -2.3413 0.5234  0.000
5 C 0.1425 -0.4698 -1.1721  -0.060
6 C -0.1735 1.5844 1.1365  -0.114
7 H -0.8127 -0.0318 -0.8481  0.038
8 H 0.6912 1.1606 1.6588  0.050
9 C 0.3813 -1.8384 -0.8279  -0.214
10 H -0.7697 -1.7950 0.8187  0.058
11 C 0.1054 2.5839 0.2272  -0.082
12 H -0.6227 3.3829 0.0744  0.042
13 H -0.0200 -3.2945 0.8747  0.067
14 H 1.0313 2.4684 -0.3251  0.042


## B
The following is a quantum chemistry calculation of C4H9N in the gas phase, from the Open Molecules 2025 dataset.

Properties
gap between HOMO and LUMO	8.9	eV
SMILES string	CC(C)=CN
molecular weight	71.12	g/mol
charge	0
E_HOMO	-7.9	eV

Each line ends with the Löwdin charge.
Element x y z (Å)
1 H 1.6343 -0.2664 -2.0155  0.064
2 H -1.3759 -1.4229 -0.3384  0.119
3 H -1.2179 -0.5391 -1.9307  0.108
4 H -0.5135 0.8717 2.6793  0.080
5 C 0.3369 0.9092 0.7944  -0.164
6 H -1.5926 0.4077 1.4549  0.056
7 H 1.5616 -1.4557 -0.6701  0.086
8 C -1.1507 -0.3476 -0.7591  -0.105
9 H 1.1067 0.5934 1.5283  0.119
10 H -1.9611 0.3316 -0.5655  0.048
11 H 2.2957 0.0919 -0.5201  0.051
12 C 0.2086 0.1859 -0.3821  -0.352
13 N -0.8041 1.0424 1.6897  -0.023
14 C 1.4720 -0.4021 -0.9649  -0.087


What are the relative energies? In hartree: A 0.0579; B 0.0000.